No. 1
92
Properties=species:S:1:pos:R:3 method="wB97M-V/def2-TZVPD" e_lumo_ha="0.08266 / 0.07900" multiplicity=4 total_charge=-1 max_force_ev_per_a=0.6 de_lowest_kcal_mol=8.9
H -3.212 -0.983 0.931
N -0.208 2.213 1.233
H 0.082 3.581 2.726
C -3.552 2.734 -0.054
H 7.286 -0.824 -0.539
H -5.425 -0.083 0.355
C -1.780 5.310 -4.034
C -0.605 -2.887 -0.104
H 2.653 -5.519 0.918
C 4.076 0.701 1.699
C -2.336 2.147 0.348
C -4.698 1.893 -0.107
O 1.445 -1.156 -2.013
H -0.673 2.367 -2.757
H -3.305 -4.713 -0.990
H 2.328 2.254 -0.578
H 2.189 -0.649 6.133
N 2.921 0.038 1.561
C -2.408 4.881 -0.174
C -3.065 1.267 -3.394
S 1.125 0.188 -2.506
H 2.959 -3.557 2.213
H -3.344 0.061 -5.231
O 2.303 1.005 -2.753
C -2.608 2.684 -3.617
H -4.468 3.304 -4.484
H -1.456 6.332 -4.193
H 4.845 0.351 2.366
H 4.778 2.515 0.662
H 1.792 3.232 4.408
C 1.606 2.165 4.367
H 5.144 -0.546 -1.773
H 5.304 -3.373 2.273
C -1.234 4.320 0.335
H 0.070 4.689 -3.134
C -4.561 0.568 0.302
C 6.435 -2.134 0.930
C -2.613 0.247 -4.446
H 3.118 -1.675 -1.014
N -2.557 0.689 -2.144
C 0.261 2.564 2.365
C -2.279 -0.510 -2.393
H -3.732 5.631 -4.871
C 0.608 0.239 3.228
C -1.332 3.082 -3.230
C 0.771 -3.190 0.392
H 0.851 -1.609 4.276
Cl 3.048 2.019 6.659
C -3.465 3.609 -4.204
O 0.346 0.911 -1.338
H -5.658 2.300 -0.400
H -3.648 -2.619 -2.320
N 2.114 0.599 0.657
C -3.326 0.052 0.633
H 2.621 -0.833 1.965
H 7.360 -2.248 1.484
H -1.154 -4.913 0.271
O -0.001 -0.349 2.249
H -4.160 1.271 -3.310
H 3.066 -4.650 -0.586
N 1.625 -2.499 1.006
C 6.393 -1.340 -0.206
C -1.958 -1.643 -1.463
C -2.825 -2.723 -1.630
C 2.839 -3.325 1.149
V -0.208 0.279 0.378
C -3.544 4.113 -0.342
C 1.820 -0.018 5.335
C 4.051 -1.841 -0.480
C -3.054 4.918 -4.416
C 5.200 -1.191 -0.905
H -2.428 5.932 -0.435
C -2.618 -3.881 -0.920
C -0.925 4.390 -3.441
O 0.196 0.155 -3.629
C 5.281 -2.772 1.370
C -1.224 2.963 0.594
C 2.098 1.349 5.354
N -0.912 -1.676 -0.615
N -2.183 0.790 0.583
C 2.769 1.658 0.202
H -1.634 0.497 -4.852
C 0.874 1.639 3.297
H -0.345 4.916 0.498
C 4.091 -2.629 0.667
C -1.448 -3.983 -0.191
C 1.077 -0.550 4.309
O -2.466 -0.965 -3.669
C 4.018 1.774 0.835
H -4.454 4.572 -0.711
O 1.117 -4.468 0.042
C 2.510 -4.600 0.350

***

No. 2
128
Properties=species:S:1:pos:R:3 method="wB97M-V/def2-TZVPD" e_lumo_ha=-0.08909 multiplicity=1 total_charge=+1 max_force_ev_per_a=0.5 de_lowest_kcal_mol=15.1
C -2.919 -0.663 -3.658
C 1.373 -4.252 -0.716
Si 3.168 0.392 4.202
C -2.218 3.593 -4.357
C 4.766 -6.516 -2.814
Pb 2.880 -0.051 0.093
H -2.899 -0.359 -5.761
H 3.233 -1.893 3.245
H -5.302 3.318 -1.008
C 1.268 -3.582 2.008
H 3.622 -5.706 0.792
H 5.757 -4.817 -0.049
H -1.290 -0.318 -5.017
Br 5.035 -1.640 0.088
H 1.989 0.764 -4.512
H -0.577 -2.111 4.088
H -0.636 3.730 6.086
H -0.303 4.286 -4.990
H -3.068 -1.033 0.823
H 2.968 -7.689 -2.942
H -0.651 -1.423 -0.376
C 1.078 1.415 -2.651
H -2.367 1.050 -4.853
H -5.667 4.510 -2.860
H 4.033 0.680 6.489
H -0.128 2.121 1.516
H 4.183 -1.749 4.729
H -0.324 2.551 -4.627
C -1.267 -1.437 3.581
H 4.382 2.162 2.912
C 1.504 -2.573 1.105
C -2.655 2.988 -3.176
C 5.137 -5.431 -0.687
H -0.556 5.465 3.417
H 2.427 -1.893 4.822
C -2.802 -0.134 -2.362
H 3.277 2.177 5.955
N 1.882 -7.289 -0.662
H -0.346 -0.383 6.466
O 1.594 -1.285 1.441
C 2.256 1.274 -3.591
H -4.420 0.034 0.440
H -2.760 0.608 0.301
H 3.165 3.855 0.374
H -2.048 0.053 6.434
H 3.086 0.758 -3.105
H 2.979 4.356 2.867
H -4.593 -2.426 -0.646
H -3.741 -2.247 -4.816
H -2.513 2.330 4.071
H 0.232 -0.582 0.565
C -4.706 4.253 -3.289
C 1.550 -3.441 -2.973
C 1.579 -2.931 -0.283
C 1.093 -4.910 1.583
O -0.557 -0.531 -0.022
C -4.239 -2.498 -2.751
C 0.416 3.979 5.940
H -1.146 3.932 2.808
Ge 1.035 1.326 3.641
H -3.375 0.871 3.581
H 2.638 5.492 4.175
H -6.155 5.393 -5.419
Si 0.968 3.687 4.174
C 5.533 -5.711 -1.987
H -5.248 -4.257 -2.034
C -2.423 1.403 3.504
C -2.333 -0.035 -4.889
C 3.247 -1.463 4.244
Te -1.596 1.557 -1.981
C -3.411 -0.760 -1.270
H 1.518 -3.581 -4.043
C -3.065 4.512 -4.979
C -5.191 5.842 -5.175
H 2.160 2.978 -0.465
Br 7.158 -4.997 -2.631
H -0.823 1.316 6.477
O 2.396 3.284 0.447
H 1.105 -5.462 -2.487
H 2.082 -1.354 -3.113
C -3.907 3.336 -2.627
N 1.850 -1.923 -1.161
C -3.640 -1.838 -3.817
H 1.427 2.340 1.291
H 2.283 0.830 6.518
H -1.063 3.159 -6.099
O 0.739 1.714 1.661
H 0.905 -5.688 2.310
C 3.574 -7.031 -2.332
C -0.895 3.371 -5.043
C 3.178 1.092 5.949
H -1.110 -1.541 2.508
H -4.784 1.715 -1.511
H 2.612 2.278 -3.829
C 2.667 4.433 3.910
C -0.240 4.512 2.988
H 1.000 3.420 6.670
Si -1.061 0.310 4.188
H -4.468 -4.456 -3.606
C -4.119 -1.939 -1.491
C 1.848 -2.172 -2.449
H -2.289 1.653 2.452
O 1.302 1.906 -1.503
H 0.532 5.041 6.169
C -3.407 -0.249 0.145
C -1.061 0.337 6.063
H -4.739 6.197 -6.098
C -4.305 4.853 -4.477
H 4.757 0.544 2.283
H 3.428 3.961 4.530
C -5.020 -3.760 -2.975
H -5.964 -3.544 -3.478
C 1.328 -4.474 -2.111
H 5.471 1.082 3.783
H -5.387 6.707 -4.539
C 3.935 -5.931 -0.217
C -4.448 2.741 -1.356
C 3.137 -6.702 -1.056
C 4.557 1.123 3.186
N -0.081 1.036 -3.150
H 0.231 4.733 2.028
C 1.189 -5.260 0.265
H -2.284 -1.762 3.815
H 5.103 -6.751 -3.813
H -2.721 4.974 -5.898
H 1.202 -3.341 3.059
N 1.019 -6.654 -0.051
H -3.716 2.738 -0.545

***

No. 3
55
Properties=species:S:1:pos:R:3 method="wB97M-V/def2-TZVPD" e_lumo_ha=0.08558 multiplicity=1 total_charge=-1 max_force_ev_per_a=9.0
C -1.701 -1.098 0.307
O -3.764 -2.516 -0.293
H -1.194 -1.319 2.986
C 3.224 -0.365 -1.304
C -4.332 0.950 -1.664
C 1.033 1.035 0.614
C -3.781 3.900 -0.414
H 1.381 -1.432 -2.122
H 0.047 1.702 0.676
C 1.812 -1.156 -1.044
C 1.466 0.712 2.161
C -2.612 2.710 -0.314
H -6.535 1.954 -2.308
H 1.973 -2.210 -0.510
C -1.784 -4.087 3.818
C -2.299 -2.590 -0.098
H -2.066 -3.327 0.786
H -1.796 -2.949 -1.097
B 0.643 -0.278 -0.294
C 6.162 1.172 -2.077
H -4.630 -0.100 -2.147
S -3.907 -0.994 2.656
C -1.709 0.005 -0.913
H -4.760 -2.437 -1.885
H 3.105 -0.576 -3.815
H 5.959 2.514 1.254
H 7.191 1.708 -2.291
H -1.763 0.874 2.336
P -2.059 -0.527 2.104
O 1.334 -0.448 2.808
C 5.677 1.010 -0.502
H -2.030 -0.666 -1.846
O -0.228 -1.322 0.352
Cl -0.796 -3.822 5.260
C -2.842 1.189 -0.945
H -2.394 -3.199 3.636
C 4.241 0.230 -0.163
Cl -0.771 -4.389 2.401
O -0.305 0.327 -1.290
H -3.565 4.963 0.025
C 6.548 1.588 0.787
H 3.942 0.116 0.967
H -1.614 3.036 0.212
O -4.002 -2.982 -1.488
H 5.560 0.700 -4.374
Cl 2.182 2.138 3.167
H -2.431 -4.951 3.983
H -6.026 4.529 -1.224
H 6.599 0.770 1.637
C 5.165 0.577 -3.273
C -5.492 2.133 -1.762
H 7.602 2.010 0.479
C -5.232 3.640 -1.155
C 3.719 -0.169 -2.889
H 1.853 1.713 0.090

***

No. 4
23
Properties=species:S:1:pos:R:3 method="wB97M-V/def2-TZVPD" e_lumo_ha=0.03638 multiplicity=1 max_force_ev_per_a=3.6 smiles=Cc1ccccc1.CC de_lowest_kcal_mol=43.2
C 2.472 -0.658 1.365
H 0.909 1.030 -1.332
H 1.299 -1.509 -1.897
H -3.407 -0.132 0.713
H 2.155 -1.584 1.860
H 1.450 -0.274 1.173
H 2.994 -0.247 3.413
C 0.000 0.619 -0.873
H -2.516 2.120 0.810
C -1.937 1.405 0.228
C 3.131 0.265 2.408
C -0.575 1.591 -0.028
H 2.592 1.201 2.510
H -0.017 -1.536 -3.159
H 0.063 2.413 0.246
H 0.192 -2.564 -1.894
C 0.185 -1.480 -2.078
H -2.181 -1.813 -0.513
C -0.567 -0.607 -1.133
C -2.566 0.157 0.048
H 2.895 -0.690 0.358
C -1.886 -0.789 -0.688
H 4.189 0.419 2.322

***

No. 5
9
Properties=species:S:1:pos:R:3 method="wB97M-V/def2-TZVPD" e_lumo_ha=-0.02925 multiplicity=1 max_force_ev_per_a=6.7 smiles="C#C[N+](=O)[O-].O" de_lowest_kcal_mol=162.7
C 1.380 0.676 1.667
H -1.006 0.816 -0.355
C 1.391 -0.548 1.532
O 1.032 2.367 2.980
H 1.218 -1.542 1.499
O -0.514 0.236 -0.937
O 1.184 2.851 0.904
N 1.231 2.085 1.808
H -0.628 0.569 -1.862

***

No. 6
41
Properties=species:S:1:pos:R:3 method="wB97M-V/def2-TZVPD" e_lumo_ha=-0.02538 multiplicity=1 max_force_ev_per_a=1.1 smiles="O=C(Oc1ccccc1C(=O)Nc1ccccc1)c1ccc(Br)c([N+](=O)[O-])c1"
H -6.152 -1.704 -0.895
O -1.632 -1.895 -0.341
C 0.989 -2.068 0.460
C 0.878 2.296 -0.537
O -1.125 -0.412 -1.951
H 3.122 1.366 2.441
C 2.294 -2.045 0.905
C -2.958 -0.163 0.617
H 0.247 2.545 -1.378
H 4.069 2.598 0.525
H 0.228 -2.572 1.035
H 1.358 -0.208 -2.345
C 0.343 1.593 0.540
Br 4.999 -1.280 0.945
H -1.463 1.489 -0.399
O -1.259 -0.156 2.279
O 5.067 -0.255 -1.662
H -3.952 -2.768 -1.317
H -4.248 1.312 1.462
H 0.749 0.728 2.458
C -4.190 0.426 0.849
C 1.620 -0.734 -1.438
C 2.210 2.662 -0.539
H -6.292 0.336 0.480
C -4.032 -1.878 -0.714
C 0.642 -1.399 -0.713
C 3.026 2.322 0.529
N 3.895 -0.003 -1.811
C 1.158 1.266 1.620
C -5.335 -0.129 0.300
C -0.775 -1.194 -1.103
H 2.615 3.199 -1.383
C -2.894 -1.318 -0.165
C -5.256 -1.275 -0.472
C -1.663 0.303 1.235
N -1.003 1.204 0.457
C 2.493 1.628 1.603
H 2.563 -2.534 1.828
C 2.936 -0.721 -0.999
C 3.276 -1.363 0.193
O 3.452 0.799 -2.601

***

No. 7
66
Properties=species:S:1:pos:R:3 method="wB97M-V/def2-TZVPD" e_lumo_ha="0.09740 / 0.06510" multiplicity=2 total_charge=-1 max_force_ev_per_a=0.6 de_lowest_kcal_mol=0.0
C 0.823 -0.884 3.753
C -0.522 1.286 -4.348
H -1.371 1.460 -5.015
H -2.017 3.585 -3.261
N 1.087 0.395 1.869
C 1.387 0.264 4.539
H -3.275 1.531 -3.071
C -2.026 -2.290 2.505
H 0.818 1.171 4.341
H 0.155 0.578 -4.831
C 2.617 2.210 0.309
P -0.517 3.521 -1.387
H -2.513 -1.330 -2.494
C 2.384 0.676 -1.532
F 0.050 -2.945 -1.448
H 0.021 2.221 -4.199
H 4.053 3.463 -2.489
F 1.185 -4.764 -0.722
C 0.808 -4.666 4.252
H -2.646 -0.632 -4.127
F -0.761 -4.104 0.326
H 1.008 -4.615 5.320
F -0.678 -6.039 -0.953
O 1.141 -1.142 0.190
C 3.069 1.563 -2.350
H -1.897 3.312 0.643
H -2.926 3.726 -1.759
H 1.375 0.035 5.604
H -2.865 1.351 -1.368
H -0.740 5.858 -2.066
F -2.343 -1.134 3.164
C 2.149 1.001 -0.202
C 3.301 3.091 -0.511
C -2.478 1.684 -2.337
F 0.144 -4.843 -2.777
F -1.809 -4.229 -1.731
F -1.964 -3.240 3.496
C -0.770 5.331 -1.111
N 0.547 -0.740 2.486
C -1.956 -0.884 -3.318
H -0.993 1.822 0.293
H 0.041 5.718 -0.492
Ti -0.262 -2.162 1.090
O 0.576 -3.311 2.341
H 2.018 -0.268 -1.907
H -0.132 -5.194 4.080
C -2.118 3.172 -2.252
O -1.394 -0.590 0.634
H 2.414 0.461 4.227
H 0.847 -2.235 5.438
C 3.524 2.770 -1.845
P -0.303 -4.526 -1.283
C -0.942 2.910 0.292
C 1.410 0.047 0.660
F -3.165 -2.622 1.826
H 2.436 2.441 1.350
C 0.728 -2.161 4.366
H 1.598 -5.228 3.753
H -0.153 3.187 0.994
H 3.659 4.032 -0.111
H -1.248 -1.638 -3.665
C 0.699 -3.308 3.634
O -1.784 -1.589 -0.098
P -1.029 0.585 -2.711
H -1.722 5.546 -0.618
H 3.242 1.310 -3.389

***

No. 8
73
Properties=species:S:1:pos:R:3 method="wB97M-V/def2-TZVPD" e_lumo_ha=0.09833 multiplicity=1 total_charge=-1 max_force_ev_per_a=3.6
C 3.048 0.243 -2.411
H -0.982 -3.061 -3.592
H 0.569 1.257 -5.074
C -2.965 -0.489 2.388
H -0.996 -1.314 4.419
H 1.962 -2.412 -1.983
H -0.733 -2.601 -1.895
O 1.705 0.747 -0.417
H -0.350 2.995 -1.201
C 3.551 2.056 0.220
C 0.709 2.065 -4.351
F 3.706 2.904 1.278
H -1.092 1.850 -3.133
C 1.105 -1.077 3.902
H 0.462 3.145 2.370
C -3.478 -1.470 1.318
O 2.638 0.412 1.612
H 0.108 -3.505 3.595
C 0.397 2.876 -1.989
H 0.060 1.660 0.298
H 1.895 -0.164 -4.125
C -1.299 -2.361 -2.812
H -4.459 -1.826 1.655
H -1.065 2.749 4.662
H -2.518 1.783 4.340
H -2.843 -2.356 1.186
H -1.307 0.172 -5.195
C -1.430 1.777 4.337
H -2.013 -0.322 -2.952
C -0.483 -2.852 2.950
P -1.147 -0.186 2.492
H -0.057 -2.924 1.935
H -4.487 -0.720 3.826
H 2.862 0.252 -1.344
H -1.521 -3.197 2.948
P 0.256 0.041 -2.607
H 1.722 -0.844 3.023
C 2.525 0.957 0.556
H -3.244 -1.980 3.937
H -2.362 -2.527 -2.610
H -0.035 -1.101 -5.186
H -1.752 -1.545 -5.239
H 1.779 2.244 -4.195
H -2.936 -0.339 4.588
C -0.334 -1.445 3.544
H -3.326 0.521 2.134
H -1.038 1.012 5.024
H 3.991 -0.318 -2.416
C -1.152 -0.910 -3.317
H 0.264 2.969 -4.764
H 1.517 -1.961 4.391
H 1.473 -2.536 -3.715
H -1.666 -1.645 -0.471
H 3.160 -2.196 -3.271
C 0.515 2.138 2.793
H -1.529 2.074 2.168
H -3.628 -0.984 0.350
C -3.416 -0.909 3.784
C -1.040 -0.824 -4.832
H 1.132 -0.238 4.604
H 3.155 1.293 -2.706
C 2.118 -2.026 -2.999
Cl 1.568 -2.027 0.525
Y -0.369 -0.274 -0.024
H 0.496 3.831 -2.513
C -0.903 1.584 2.928
C 1.929 -0.516 -3.092
H 1.066 2.122 3.737
H 1.117 1.553 2.103
H 1.359 2.666 -1.520
C 0.003 1.819 -3.026
F 4.712 1.365 -0.043
F 3.323 2.853 -0.900